(1)
Computed, not measured: a molecular structure, C8H12B2ClF4N4O8Ru, with ωB97M-V with the def2-TZVPD basis set.

Summary:
- frontier orbital gap (alpha / beta) (eV) = 5.252 / 5.252

```
! wB97M-V def2-TZVPD RIJCOSX def2/J DEFGRID3
* xyz 3 1
Ru -0.122 0.060 0.005
C 1.632 4.027 -0.381
C 1.331 2.586 -0.256
N 0.103 2.068 -0.278
O -0.933 2.756 -0.583
B -1.917 1.880 -1.459
F -1.004 0.971 -2.093
F -2.665 2.654 -2.179
O -2.808 0.908 -0.607
N -2.125 -0.140 -0.306
C -2.636 -1.366 -0.317
C -4.076 -1.660 -0.467
C -1.587 -2.366 -0.327
N -0.306 -1.866 -0.230
O 0.686 -2.654 -0.486
B 2.139 -2.266 0.105
F 1.939 -2.053 1.408
F 3.000 -3.078 -0.427
O 2.581 -0.743 -0.447
N 1.809 0.245 -0.183
C 2.328 1.542 -0.245
C 3.757 1.793 -0.352
C -1.804 -3.799 -0.482
H 0.721 4.612 -0.478
H 2.271 4.210 -1.251
H 2.183 4.367 0.502
H -4.660 -0.745 -0.526
H -4.422 -2.252 0.387
H -4.252 -2.258 -1.367
H 4.354 0.886 -0.339
H 4.068 2.482 0.446
H 3.953 2.349 -1.283
H -2.854 -4.054 -0.584
H -1.381 -4.323 0.388
H -1.226 -4.173 -1.339
O 1.816 0.197 3.121
Cl 0.516 -0.195 3.461
O -0.245 0.666 4.239
O 0.220 -1.555 3.485
O -0.386 0.286 1.728
*
```



(2)
Computed, not measured: a molecular structure, C8H12B3CdF18O4, with ωB97M-V with the def2-TZVPD basis set.

Summary:
- frontier orbital gap (eV) = 7.513

```
! wB97M-V def2-TZVPD RIJCOSX def2/J DEFGRID3
* xyz -3 1
Cd -0.238 0.018 -0.995
C 1.846 -0.510 1.504
O 2.598 -1.760 1.539
O 0.779 -0.621 0.813
C 1.614 -0.197 3.000
F 1.096 1.058 3.125
F 0.720 -1.014 3.583
F 2.685 -0.204 3.822
C 3.899 -1.666 1.084
C 4.608 -2.995 1.212
H 4.236 -3.748 0.517
H 5.665 -2.826 0.964
H 4.602 -3.380 2.234
H 4.491 -0.957 1.695
H 3.954 -1.334 0.040
H 2.485 0.325 1.132
C -0.913 2.757 -0.238
O -1.624 1.699 0.424
O -0.039 2.175 -0.990
C -1.940 3.718 -0.902
F -1.784 4.990 -0.424
F -1.858 3.759 -2.217
F -3.230 3.415 -0.598
C -1.995 1.830 1.758
C -2.885 0.654 2.155
H -3.852 0.704 1.672
H -2.336 -0.276 2.030
H -3.018 0.797 3.240
H -2.659 2.716 1.828
H -1.192 2.006 2.481
H -0.415 3.374 0.546
B -1.836 0.737 -4.287
F -3.221 0.988 -4.309
F -1.512 -0.175 -5.322
F -1.094 1.918 -4.506
F -1.494 0.185 -3.009
B -2.776 -2.276 -0.273
F -3.218 -3.023 -1.364
F -2.111 -1.072 -0.706
F -3.852 -1.919 0.568
F -1.856 -3.052 0.481
B 1.570 -1.382 -2.664
F 1.745 -0.111 -2.032
F 0.287 -1.805 -2.202
F 1.498 -1.213 -4.047
F 2.569 -2.307 -2.364
*
```



(3)
Computed, not measured: a molecular structure, C8H12BHgN4S2Te4, with ωB97M-V with the def2-TZVPD basis set.

Summary:
- <S²> = 0.759
- frontier orbital gap (alpha / beta) (eV) = 4.429 / 4.767

```
! wB97M-V def2-TZVPD RIJCOSX def2/J DEFGRID3
* xyz -2 2
Hg -2.047 0.175 -0.881
C -1.818 2.885 0.985
N -0.518 2.283 1.201
C 0.694 2.945 1.236
C 1.644 1.995 1.362
N 1.026 0.765 1.417
B 1.777 -0.571 1.689
N 1.400 -1.579 0.568
C 0.981 -2.866 0.818
C 0.818 -3.501 -0.361
N 1.117 -2.567 -1.343
C 1.138 -2.800 -2.766
C 1.487 -1.388 -0.756
S 1.843 0.035 -1.598
C -0.308 0.943 1.297
S -1.533 -0.232 1.184
H -1.710 3.967 1.048
H -2.522 2.526 1.734
H -2.207 2.623 0.002
H 0.763 4.012 1.120
H 2.715 2.076 1.379
H 1.416 -1.084 2.733
H 2.969 -0.318 1.686
H 0.795 -3.198 1.823
H 0.464 -4.488 -0.599
H 0.987 -3.864 -2.943
H 2.094 -2.480 -3.181
H 0.357 -2.228 -3.267
Te -4.314 -1.246 -0.883
Te -5.338 1.300 -0.879
Te -3.318 3.460 -2.233
Te -0.853 2.418 -1.591
*
```



(4)
Computed, not measured: C8H12BNO in the gas phase, with ωB97M-V with the def2-TZVPD basis set.

Summary:
- <S²> = 2.018
- frontier orbital gap (alpha / beta) (eV) = 6.285 / 6.624

```
! wB97M-V def2-TZVPD RIJCOSX def2/J DEFGRID3
* xyz 0 3
B -0.176 0.364 0.369
C 2.075 -1.033 0.368
C 3.385 -0.894 0.148
C 2.227 1.074 -0.287
C 1.318 0.186 0.230
C 3.574 0.582 -0.272
C -2.341 1.250 0.465
C -2.553 -0.285 0.375
C -2.884 -0.723 -1.016
N -1.273 -0.726 0.831
O -0.927 1.474 0.135
H 1.682 -2.066 0.732
H 4.272 -1.481 0.072
H 1.802 2.073 -0.503
H 4.305 1.096 0.417
H 4.305 0.640 -1.127
H -2.897 1.786 -0.338
H -2.392 1.603 1.530
H -3.255 -0.543 1.159
H -3.991 -0.858 -1.126
H -2.451 -1.780 -1.233
H -2.539 -0.063 -1.832
H -1.268 -1.674 0.902
*
```



(5)
Computed, not measured: a molecular structure, C8H12CaF12O16S4, with ωB97M-V with the def2-TZVPD basis set.

Summary:
- <S²> = 0.759
- frontier orbital gap (alpha / beta) (eV) = 8.720 / 4.324

```
! wB97M-V def2-TZVPD RIJCOSX def2/J DEFGRID3
* xyz -1 2
Ca 0.036 -0.136 0.234
C 1.850 -0.133 -4.233
F 2.486 0.292 -5.341
F 0.997 -1.080 -4.685
F 2.749 -0.754 -3.509
S 0.941 1.282 -3.255
O -0.291 1.529 -4.041
O 0.627 0.741 -1.872
O 1.837 2.493 -3.129
C -0.408 4.208 -0.552
F -0.239 4.814 -1.794
F 0.635 3.611 -0.129
F -0.802 5.069 0.394
S -1.841 2.830 -0.750
O -2.059 2.559 -2.192
O -1.284 1.700 -0.006
O -2.960 3.419 -0.083
C -4.179 -1.077 -1.425
F -4.296 -2.062 -0.589
F -5.101 -1.115 -2.405
F -4.394 0.124 -0.883
S -2.440 -1.015 -2.357
O -1.308 -0.865 -1.371
O -2.298 -2.223 -3.249
O -2.494 0.191 -3.165
C 0.854 -0.708 5.101
F 0.366 -1.968 5.108
F -0.200 0.082 4.995
F 1.604 -0.424 6.167
S 1.897 -0.524 3.454
O 2.786 -1.727 3.481
O 0.953 -0.557 2.352
O 2.575 0.785 3.503
C -1.571 -2.882 0.977
C -2.045 -1.835 1.971
O -2.010 -0.557 1.405
O -0.242 -2.568 0.434
H -2.323 -3.129 0.227
H -1.406 -3.767 1.591
H -1.423 -1.860 2.865
H -2.970 -2.132 2.465
H -2.768 -0.172 1.851
H 0.279 -3.375 0.434
C 3.378 -0.351 0.193
C 3.035 1.114 0.067
O 1.844 1.512 0.782
O 2.245 -1.189 -0.245
H 3.786 -0.676 1.150
H 4.290 -0.509 -0.383
H 2.720 1.392 -0.939
H 3.862 1.753 0.375
H 2.175 1.906 1.593
H 2.542 -2.036 -0.585
*
```



(6)
Computed, not measured: a molecular structure, C8H12Cl2N2O3RhSTm, with ωB97M-V with the def2-TZVPD basis set.

Summary:
- <S²> = 12.073
- frontier orbital gap (alpha / beta) (eV) = 8.234 / 4.634
- energy above the lowest of the compared OMol25 structures with the same formula, charge and spin (kcal/mol) = 7.4

```
! wB97M-V def2-TZVPD RIJCOSX def2/J DEFGRID3
* xyz 4 7
Tm -0.745 -0.543 -3.303
Rh 1.073 -0.294 -0.903
Cl -2.362 -2.234 -4.026
Cl -1.856 1.642 -3.611
C 1.649 1.138 -1.791
C 0.380 -1.547 -5.389
C 0.602 0.874 -4.835
O 1.992 2.216 -2.107
O 0.862 -1.756 -6.414
O 1.172 1.505 -5.612
C -1.257 2.184 1.674
N -0.473 1.022 2.060
C 0.772 1.390 2.744
C -0.424 -0.035 1.181
S -1.095 0.102 -0.401
N 0.042 -1.208 1.642
C -0.091 -1.514 3.074
C 0.262 -2.309 0.711
H -1.283 2.877 2.521
H -2.275 1.878 1.414
H -0.802 2.697 0.813
H 0.525 2.149 3.493
H 1.215 0.524 3.230
H 1.501 1.818 2.042
H -0.864 -2.275 3.237
H 0.850 -1.906 3.485
H -0.389 -0.598 3.594
H -0.697 -2.732 0.374
H 0.889 -2.002 -0.167
H 0.826 -3.062 1.271
*
```



(7)
Computed, not measured: a molecular structure, C8H12Cl3EuO4S3Si, with ωB97M-V with the def2-TZVPD basis set.

Summary:
- <S²> = 12.013
- frontier orbital gap (alpha / beta) (eV) = 8.235 / 8.263
- energy above the lowest of the compared OMol25 structures with the same formula, charge and spin (kcal/mol) = 41.2

```
! wB97M-V def2-TZVPD RIJCOSX def2/J DEFGRID3
* xyz 0 7
Eu -0.697 1.617 0.679
C -1.375 -2.295 -0.305
C -0.745 -2.178 1.075
S 0.709 -1.076 1.239
C 1.847 -1.641 -0.101
C 2.524 -0.436 -0.737
S 1.417 0.916 -1.283
C 0.575 0.253 -2.770
C -0.430 -0.876 -2.602
S -1.605 -0.697 -1.191
H -2.378 -2.710 -0.195
H -0.808 -2.955 -0.959
H -0.467 -3.170 1.439
H -1.442 -1.729 1.788
H 1.290 -2.226 -0.826
H 2.611 -2.271 0.355
H 3.134 -0.743 -1.591
H 3.162 0.063 -0.001
H 1.352 -0.064 -3.466
H 0.069 1.138 -3.164
H 0.064 -1.841 -2.507
H -1.056 -0.898 -3.496
O 0.820 1.071 4.245
C 0.416 1.449 3.168
O -0.619 0.974 2.547
C 1.194 2.595 2.400
O 2.004 3.277 2.986
O 0.889 2.691 1.151
Cl -5.059 3.382 0.588
Si -3.491 2.191 1.004
Cl -1.824 2.612 -1.319
Cl -2.082 3.577 1.850
*
```



(8)
Computed, not measured: 2 unconnected molecules or ions with the total composition C8H12Cl3IO4, with ωB97M-V with the def2-TZVPD basis set.

Summary:
- frontier orbital gap (eV) = 10.429
- SMILES = C[C@@H](O)CC(=O)OCCC(=O)I.ClC(Cl)Cl

```
! wB97M-V def2-TZVPD RIJCOSX def2/J DEFGRID3
* xyz 0 1
C 0.703 -1.663 -0.515
C -0.256 -0.546 -0.121
O -1.557 -0.829 -0.601
C -0.292 -0.394 1.419
C 0.372 0.891 1.810
O -0.166 1.799 2.390
O 1.692 0.936 1.443
C 2.055 2.095 0.693
C 2.681 1.651 -0.647
C 2.180 2.527 -1.764
O 1.556 2.127 -2.715
I 2.658 4.617 -1.517
H 0.997 -1.546 -1.550
H 0.189 -2.598 -0.349
H 1.591 -1.608 0.098
H 0.089 0.371 -0.583
H -1.764 -0.197 -1.283
H 0.302 -1.181 1.858
H -1.305 -0.404 1.778
H 2.784 2.662 1.245
H 1.185 2.710 0.511
H 2.414 0.628 -0.848
H 3.753 1.771 -0.608
Cl -5.745 -1.742 -0.309
C -4.282 -2.694 -0.038
Cl -4.274 -3.378 1.589
Cl -4.133 -3.968 -1.252
H -3.429 -2.035 -0.131
*
```



(9)
Computed, not measured: a molecular structure, C8H12CoN2P, with ωB97M-V with the def2-TZVPD basis set.

Summary:
- <S²> = 3.790
- frontier orbital gap (alpha / beta) (eV) = 2.928 / 7.237
- energy above the lowest of the compared OMol25 structures with the same formula, charge and spin (kcal/mol) = 0.0

```
! wB97M-V def2-TZVPD RIJCOSX def2/J DEFGRID3
* xyz -1 4
C 2.278 -1.410 -0.508
C 2.578 -0.195 0.191
C 2.021 0.900 -0.553
C 1.393 0.366 -1.736
C 1.522 -1.057 -1.708
Co 0.595 -0.477 -0.064
P -0.001 -1.923 1.408
H 2.596 -2.411 -0.246
H 3.117 -0.114 1.126
H 2.076 1.942 -0.273
H 1.154 -1.753 -2.451
H 0.901 0.928 -2.514
H -0.810 -1.450 2.475
H 0.955 -2.628 2.177
H -0.814 -2.999 0.954
N -3.023 1.284 0.648
C -2.456 2.261 -0.163
C -1.219 1.804 -0.512
N -1.027 0.546 0.084
C -2.150 0.264 0.772
H -3.937 1.309 1.086
H -2.944 3.181 -0.424
H -0.462 2.255 -1.134
H -2.345 -0.623 1.363
*
```



(10)
Computed, not measured: 2 unconnected molecules or ions with the total composition C8H12FINO, with ωB97M-V with the def2-TZVPD basis set.

Summary:
- frontier orbital gap (alpha / beta) (eV) = 7.376 / 7.375
- energy above the lowest of the compared OMol25 structures with the same formula, charge and spin (kcal/mol) = 42.2

```
! wB97M-V def2-TZVPD RIJCOSX def2/J DEFGRID3
* xyz 1 1
C 2.118 -0.722 -0.751
C 0.794 -0.803 -1.283
C 2.097 0.407 0.076
C 0.101 0.242 -0.724
C 3.033 0.651 1.239
C -2.450 -2.072 0.578
C -1.261 0.599 -0.864
C -2.367 -0.538 0.722
N -1.661 1.931 -0.441
O 0.832 0.904 0.192
F -1.631 -0.069 1.697
I -4.394 0.304 0.737
H 3.034 -1.315 -0.880
H 0.393 -1.541 -2.060
H 2.464 0.651 2.222
H 3.897 -0.042 1.196
H 3.420 1.724 1.193
H -2.832 -2.472 -0.365
H -1.340 -2.328 0.468
H -2.850 -2.431 1.419
H -1.886 0.342 -1.640
H -1.988 2.446 -1.232
H -0.859 2.382 -0.111
H -2.455 1.944 0.274
*
```



(11)
Computed, not measured: a molecular structure, C8H12FO4Tl, with ωB97M-V with the def2-TZVPD basis set.

Summary:
- frontier orbital gap (eV) = 5.970
- energy above the lowest of the compared OMol25 structures with the same formula, charge and spin (kcal/mol) = 98.1

```
! wB97M-V def2-TZVPD RIJCOSX def2/J DEFGRID3
* xyz 2 1
Tl 1.182 -0.270 -3.214
F -0.015 1.724 -3.313
O 0.789 -1.519 -1.915
C -0.058 -1.664 -1.069
O -0.832 -0.592 -0.611
C -1.686 -0.987 0.471
C -1.873 -2.493 0.305
C -0.496 -2.934 -0.313
H -2.624 -0.459 0.295
H -1.306 -0.639 1.431
H -2.654 -2.402 -0.449
H -2.257 -3.050 1.160
H -0.583 -3.803 -0.965
H 0.190 -2.991 0.532
O 0.980 0.279 -1.505
C 1.048 1.093 -0.641
O 1.213 2.464 -0.780
C 1.331 3.149 0.529
C 0.676 2.124 1.429
C 0.967 0.771 0.825
H 0.728 4.050 0.411
H 2.304 3.352 0.977
H -0.347 2.265 1.776
H 1.224 2.189 2.369
H 0.207 0.042 1.106
H 1.892 0.298 1.156
*
```



(12)
Computed, not measured: a molecular structure, C8H12MgN2P, with ωB97M-V with the def2-TZVPD basis set.

Summary:
- frontier orbital gap (alpha / beta) (eV) = 2.683 / 2.349
- energy above the lowest of the compared OMol25 structures with the same formula, charge and spin (kcal/mol) = 1.0

```
! wB97M-V def2-TZVPD RIJCOSX def2/J DEFGRID3
* xyz -1 1
C 0.597 0.176 -2.933
C -0.658 -0.486 -2.810
C -0.458 -1.681 -2.052
C 0.931 -1.776 -1.730
C 1.583 -0.615 -2.253
Mg 0.156 0.108 -0.597
P -0.453 2.581 -0.327
H 0.799 1.060 -3.534
H -1.582 -0.193 -3.303
H -1.205 -2.454 -1.875
H 2.654 -0.426 -2.246
H 1.427 -2.635 -1.278
H -1.430 2.935 0.647
H -0.952 3.407 -1.372
H 0.575 3.470 0.104
N -0.164 0.136 3.654
C -0.468 -1.197 3.382
C -0.378 -1.337 2.030
N 0.005 -0.115 1.474
C 0.116 0.753 2.486
H -0.155 0.585 4.563
H -0.727 -1.911 4.134
H -0.562 -2.200 1.415
H 0.346 1.815 2.421
*
```